Record 1
Molecular formula: C34H45BrClF9N4O5SSi2TeTi
Method: DFT, ωB97M-V with the def2-TZVPD basis set

CARTESIAN COORDINATES (ANGSTROEM)
Ti  -1.28170  -0.83984  0.09098
C  -1.07275  -3.46775  3.49701
C  -1.05692  -2.82356  2.14240
N  -1.29964  -1.50548  1.94269
O  -1.60327  -0.83832  3.14181
C  -0.75822  -3.50964  0.98680
C  -0.53827  -4.99285  0.96429
N  -0.73985  -2.72745  -0.10740
O  -0.34699  -3.42089  -1.23861
H  -1.13320  -2.69541  4.25837
H  -0.16294  -4.05461  3.64627
H  -1.93265  -4.13574  3.60971
H  -1.03779  -0.05129  3.08650
H  -1.39196  -5.49091  1.43140
H  0.36272  -5.27259  1.51773
H  -0.43766  -5.33072  -0.06314
Cl  5.23030  4.28891  -3.67473
C  3.66696  3.90666  -2.96303
C  3.44081  4.14418  -1.60981
C  2.21211  3.86443  -1.05687
C  1.11597  3.34292  -1.83266
C  -0.13335  3.13438  -1.28489
C  1.42843  3.06730  -3.20921
C  2.66059  3.34682  -3.75100
H  4.23608  4.55079  -0.99383
H  2.04621  4.05489  -0.00226
H  -0.95086  2.71891  -1.85742
H  -0.32597  3.40080  -0.25002
H  0.66191  2.61459  -3.82670
H  2.86690  3.13631  -4.79475
C  5.28165  -2.23875  -0.17323
Si  3.38641  -2.27822  -0.40055
C  2.73583  -3.14166  1.16540
C  2.98529  -3.39993  -1.86656
C  2.83001  -0.51752  -0.75808
Te  1.21135  0.35719  0.42343
C  2.30915  0.05804  2.27967
Si  3.18730  1.65567  2.74040
C  2.10313  3.19967  2.82922
C  4.59123  1.94620  1.50744
C  3.95281  1.40262  4.47403
H  5.67582  -3.23753  0.03348
H  5.56173  -1.58818  0.66006
H  5.77849  -1.85880  -1.06945
H  2.65779  -4.21734  0.99017
H  1.74089  -2.77433  1.43061
H  3.39452  -2.99599  2.02477
H  3.53825  -4.34329  -1.83046
H  3.21068  -2.90652  -2.81539
H  1.91843  -3.62221  -1.86363
H  2.40889  -0.47794  -1.76671
H  3.66252  0.18530  -0.72092
H  3.02907  -0.74133  2.11912
H  1.59264  -0.24438  3.04457
H  1.31221  3.11417  2.08376
H  2.67418  4.10624  2.62040
H  1.62628  3.31623  3.80558
H  4.16845  2.17494  0.52546
H  5.21882  1.05638  1.40933
H  5.23170  2.77846  1.80755
H  3.17618  1.23032  5.22341
H  4.52656  2.28016  4.78489
H  4.62865  0.54376  4.49011
F  -4.18121  -0.42086  1.36162
C  -4.90091  -0.50349  0.24578
F  -6.11727  -0.96845  0.61312
F  -5.08407  0.74597  -0.21636
C  -4.18234  -1.39204  -0.83070
O  -2.89576  -1.03605  -1.00774
C  -4.95565  -1.20912  -2.18495
F  -4.41138  -0.22671  -2.90213
F  -6.26537  -0.89296  -2.00732
F  -4.94106  -2.32505  -2.93204
C  -4.33502  -2.88923  -0.38712
F  -3.52081  -3.68436  -1.07410
F  -5.59463  -3.36758  -0.55394
F  -4.04609  -3.03934  0.91522
Br  -2.36460  5.13149  5.39914
C  -2.70484  4.35452  3.68190
C  -3.76275  4.85640  2.93972
C  -4.02826  4.26526  1.70931
C  -3.26642  3.21139  1.24992
C  -2.19541  2.73033  2.00505
C  -1.91650  3.31926  3.24584
C  -1.37889  1.60692  1.54642
O  -0.34639  1.31701  2.20613
O  -1.74337  0.88517  0.56403
H  -4.35991  5.67526  3.31321
H  -4.85203  4.63888  1.11427
H  -3.46237  2.75001  0.29114
H  -1.09200  2.92954  3.82372
C  -1.62649  0.70021  -5.21635
N  -1.71547  -0.67054  -4.78733
C  -2.27006  -1.70488  -5.51669
C  -2.18067  -2.80499  -4.72674
N  -1.58951  -2.47635  -3.53671
C  -1.31769  -1.17877  -3.58049
S  -0.50210  -0.24312  -2.39448
H  -2.62246  1.11122  -5.39617
H  -1.04605  0.77768  -6.13886
H  -1.12929  1.27103  -4.43520
H  -2.65842  -1.55907  -6.51063
H  -2.50968  -3.81284  -4.92470
H  -0.95866  -3.10802  -1.97230

Summary:
- ΔE to the lowest compared entry with this formula, charge and spin (eV) = 0.625
- F_max (eV/A) = 3.490
- Kohn-Sham gap (alpha / beta) (eV) = 3.51 / 3.51
- lowest unoccupied orbital energy (alpha / beta) (eV) = 3.52 / 3.52
- net charge = -2

---

Record 2
Molecular formula: C34H45Cl2CsN5O7
Method: DFT, ωB97M-V with the def2-TZVPD basis set

CARTESIAN COORDINATES (ANGSTROEM)
Cs  -1.67512  0.06507  -0.13104
C  -4.78556  2.51976  -0.00420
C  -5.34669  1.38604  0.84019
O  -4.62866  0.19824  0.58537
C  -4.96790  -0.87362  1.44674
C  -4.41374  -0.70822  2.85487
O  -3.03055  -0.45567  2.76181
C  -2.47899  0.26349  3.85305
C  -2.78091  1.75164  3.78580
O  -2.07791  2.28592  2.68343
C  -2.33800  3.63953  2.40481
C  -3.62013  3.83535  1.60725
O  -3.55008  3.03792  0.43887
H  -5.54115  3.31385  -0.06288
H  -4.59537  2.13463  -1.00946
H  -6.40543  1.24852  0.58099
H  -5.29767  1.65435  1.90034
H  -4.53352  -1.76604  0.99474
H  -6.05604  -0.99536  1.50517
H  -4.59941  -1.62998  3.41923
H  -4.93102  0.10454  3.37526
H  -1.40113  0.14106  3.77378
H  -2.83146  -0.14254  4.80847
H  -2.45540  2.23032  4.71907
H  -3.86101  1.92488  3.68624
H  -1.49539  3.98997  1.80652
H  -2.39603  4.23421  3.32482
H  -3.71605  4.89329  1.33677
H  -4.48798  3.56310  2.21525
Cl  2.63554  -4.55474  -5.08648
C  1.50418  -3.47697  -4.32572
C  0.41975  -2.99454  -5.06043
C  -0.48222  -2.15696  -4.45804
Cl  -1.90469  -1.73258  -5.36907
C  -0.39738  -1.70699  -3.09136
O  -1.25977  -0.93850  -2.56500
C  0.74337  -2.24274  -2.39836
C  1.01950  -1.87984  -1.02586
O  0.54154  -0.93293  -0.41493
C  1.64267  -3.12240  -3.01123
H  0.27422  -3.30425  -6.08601
H  1.74182  -2.54517  -0.52230
H  2.47163  -3.50916  -2.42955
C  -3.92801  1.80034  -5.31182
C  -3.59046  1.28209  -3.88966
N  -2.56212  2.12427  -3.29582
C  -2.94452  3.52801  -3.36504
C  -2.95731  4.00628  -4.83747
N  -2.85774  2.78332  -5.69102
C  -1.50400  2.15903  -5.51946
C  -1.29641  1.92875  -4.00498
H  -4.88199  2.32532  -5.34912
H  -3.94230  0.99736  -6.04690
H  -3.20228  0.26547  -3.92715
H  -4.48566  1.28435  -3.26714
H  -2.24503  4.12265  -2.77929
H  -3.93175  3.64068  -2.91516
H  -2.10319  4.63984  -5.07027
H  -3.86946  4.54188  -5.09545
H  -2.97448  3.04575  -6.66607
H  -0.75863  2.82304  -5.95444
H  -1.50498  1.21625  -6.05770
H  -0.56089  2.62466  -3.59974
H  -0.95931  0.91253  -3.81194
C  10.16672  -2.94724  2.02120
C  8.67091  -3.10433  1.98014
C  7.82964  -2.00524  1.88014
C  6.44913  -2.14401  1.82281
C  5.86993  -3.40939  1.89450
N  4.47838  -3.64188  1.82097
C  3.39595  -2.87276  2.19539
O  2.28016  -3.12332  1.78001
N  3.67479  -1.89452  3.12032
C  2.84814  -0.85189  3.54423
C  3.29757  -0.03598  4.57948
C  2.50222  1.00887  5.01096
C  1.27617  1.20424  4.39722
N  0.83950  0.43590  3.40511
C  1.60128  -0.56657  2.97705
C  6.70976  -4.51903  1.97825
C  8.08260  -4.36618  2.01565
H  10.44895  -1.89747  2.07924
H  10.62272  -3.37234  1.12531
H  10.58914  -3.46678  2.88213
H  8.25645  -1.01075  1.82638
H  5.83929  -1.26405  1.67502
H  4.20318  -4.50774  1.38822
H  4.57307  -1.95417  3.56990
H  4.25921  -0.22920  5.04186
H  2.82794  1.65701  5.81292
H  0.61596  2.00715  4.70922
H  1.21394  -1.16914  2.16826
H  6.27457  -5.51119  2.01673
H  8.71140  -5.24631  2.08010

Summary:
- ΔE to the lowest compared entry with this formula, charge and spin (eV) = 1.169
- F_max (eV/A) = 2.687
- Kohn-Sham gap (eV) = 6.59
- lowest unoccupied orbital energy (eV) = -2.47
- net charge = +1

---

Record 3
Molecular formula: C34H46BCuN6S
Method: DFT, ωB97M-V with the def2-TZVPD basis set

CARTESIAN COORDINATES (ANGSTROEM)
Cu  -0.08613  0.32514  0.36599
C  2.79923  3.76335  0.08392
C  2.13527  2.42462  0.11097
N  1.26556  2.05436  0.94521
N  0.82386  2.74241  2.00799
C  0.11913  1.99785  2.91161
N  -0.30690  2.64085  3.99091
S  -0.17764  0.34893  2.69206
C  2.44324  1.33882  -0.88161
C  3.45754  1.44516  -1.80886
C  3.77220  0.34491  -2.59948
C  3.06216  -0.82592  -2.43634
C  2.02951  -0.84309  -1.50812
N  1.72010  0.21014  -0.75359
H  2.85000  4.20043  1.08085
H  2.22856  4.44071  -0.55707
H  3.81432  3.70905  -0.30296
H  1.09717  3.69413  2.19651
H  -0.11802  3.61470  4.16618
H  -0.88375  2.13398  4.64148
H  4.00884  2.36929  -1.91903
H  4.57048  0.40769  -3.32828
H  3.28701  -1.71143  -3.01584
H  1.42179  -1.73092  -1.36721
C  -3.34652  3.31421  -0.41979
C  -2.42139  3.49216  -1.62414
C  -1.07472  4.04447  -1.14673
C  -2.17406  2.29834  -2.55926
C  -1.68382  2.65010  -3.82093
C  -1.43093  1.70816  -4.79845
C  -1.69394  0.37189  -4.53803
C  -2.19637  -0.03100  -3.30880
C  -2.50119  -1.50692  -3.09404
C  -3.65732  -1.95663  -3.99479
C  -1.26144  -2.37981  -3.31980
C  -2.41508  0.93928  -2.31254
N  -2.88877  0.47152  -1.04051
B  -2.13984  0.03213  0.09412
N  -3.09199  -0.62053  0.94739
C  -4.33669  -0.59782  0.29776
C  -4.21747  0.04484  -0.87622
C  -2.89942  -1.36834  2.15220
C  -2.12549  -2.53741  2.07081
C  -1.85572  -3.24441  3.23828
C  -2.36323  -2.82402  4.45546
C  -3.16144  -1.69430  4.50618
C  -3.44718  -0.94018  3.36942
C  -4.34866  0.27390  3.59599
C  -5.83010  -0.11943  3.53151
C  -4.08374  1.51574  2.73843
C  -1.60400  -3.08268  0.74781
C  -0.07136  -3.11657  0.72092
C  -2.18092  -4.47488  0.46602
H  -3.60440  4.30208  -0.02476
H  -2.86538  2.74626  0.37808
H  -4.27522  2.80540  -0.68257
H  -2.88487  4.24926  -2.25900
H  -0.56671  3.27534  -0.56045
H  -1.21990  4.93212  -0.52124
H  -0.42844  4.31580  -1.98396
H  -1.52208  3.70193  -4.04028
H  -1.04964  2.01429  -5.76591
H  -1.50717  -0.36980  -5.30745
H  -2.81078  -1.66070  -2.06108
H  -3.35666  -1.95490  -5.04619
H  -4.51676  -1.29104  -3.89440
H  -3.97696  -2.96805  -3.73303
H  -0.91261  -2.33028  -4.35503
H  -1.49142  -3.42502  -3.09690
H  -0.44052  -2.06221  -2.66920
H  -5.20373  -1.08383  0.71856
H  -4.96944  0.23655  -1.62862
H  -1.25133  -4.14448  3.19491
H  -2.14170  -3.37649  5.36177
H  -3.56562  -1.37171  5.46085
H  -4.15553  0.56969  4.63046
H  -6.14784  -0.27996  2.49892
H  -6.45238  0.67607  3.94938
H  -6.02025  -1.03383  4.09555
H  -4.51840  1.43179  1.74276
H  -3.01382  1.70125  2.62583
H  -4.53809  2.38685  3.22129
H  -1.93115  -2.42361  -0.05391
H  0.32680  -3.76214  1.50776
H  0.34259  -2.11290  0.87612
H  0.28466  -3.49918  -0.24115
H  -1.81103  -5.21054  1.18530
H  -1.89474  -4.80894  -0.53526
H  -3.27156  -4.46394  0.52370

Summary:
- F_max (eV/A) = 0.545
- Kohn-Sham gap (alpha / beta) (eV) = 6.98 / 6.10
- lowest unoccupied orbital energy (alpha / beta) (eV) = -3.19 / -4.02
- net charge = +1
- 2S+1 = 2

---

Record 4
Molecular formula: C34H46F5N5O6RbS2SbTe
Method: DFT, ωB97M-V with the def2-TZVPD basis set

CARTESIAN COORDINATES (ANGSTROEM)
Rb  11.50973  13.21415  8.96554
C  14.18633  9.98484  9.25993
C  15.18634  10.47830  10.25380
C  14.75473  10.74658  11.57957
C  15.70744  11.17060  12.48508
C  17.04426  11.38378  12.06856
C  17.29068  11.13660  10.71065
N  16.41567  10.69714  9.86255
Sb  19.19783  11.85715  10.07697
C  18.35150  13.79898  10.79715
C  19.05992  14.54546  11.75642
C  18.41709  15.40754  12.58504
C  17.10829  15.59575  12.32351
C  16.46186  14.90250  11.28836
C  14.97853  15.09831  10.97472
N  17.06911  13.95688  10.60050
C  18.84206  12.61231  7.95244
C  17.57469  12.68047  7.39866
C  17.38520  13.38284  6.20339
C  18.54116  13.90661  5.59988
C  19.78476  13.65755  6.16947
C  20.94389  14.26626  5.36283
N  19.97319  13.07355  7.32047
H  14.65961  9.22787  8.68176
H  13.41035  9.48645  9.82700
H  13.91969  10.83051  8.65117
H  13.76220  10.53946  11.93369
H  15.40076  11.46550  13.50411
H  17.83063  11.63461  12.79154
H  20.12095  14.31824  11.96372
H  18.88540  15.93241  13.41065
H  16.50800  16.19674  13.00842
H  14.96031  16.04667  10.46099
H  14.79230  13.88923  9.39261
H  14.35656  15.16211  11.90948
H  16.77625  12.22540  7.90534
H  16.35343  13.64583  5.86418
H  18.43932  14.46824  4.64975
H  21.93439  14.11979  5.74864
H  20.82070  13.95075  4.31922
H  20.80963  15.38528  5.32626
C  9.57210  9.92277  13.72653
C  9.06929  11.36603  13.72007
C  9.91761  12.35988  14.57889
C  7.66212  11.39986  14.28801
N  8.92997  11.83300  12.34734
N  10.04384  11.92998  11.48638
H  9.63834  9.49773  14.73536
H  10.63827  9.86966  13.33333
H  8.93671  9.22533  13.18476
H  10.19241  12.13746  15.58353
H  9.37349  13.37885  14.59550
H  10.89435  12.55156  14.07649
H  7.57291  11.15975  15.37298
H  7.05663  10.62043  13.75864
H  7.13248  12.36075  14.12589
H  8.45638  12.70086  12.26552
H  10.25617  10.99830  11.19068
H  10.85109  12.25485  12.07646
C  9.88765  15.10613  5.15736
C  9.61351  15.28634  6.60590
O  9.17855  14.41298  7.39929
C  9.72494  16.66892  7.24693
C  10.75530  17.62978  7.00661
C  10.63547  18.88204  7.55745
C  9.46251  19.24604  8.28848
C  8.43669  18.28021  8.43590
C  8.60329  16.96089  8.04159
H  10.77154  14.47582  5.04562
H  10.04003  16.11374  4.74069
H  9.08427  14.62875  4.59988
H  11.74481  17.27993  6.59185
H  11.46236  19.55907  7.45558
H  9.49696  20.21595  8.73987
H  7.55497  18.53706  9.03404
H  7.93524  16.12002  8.20152
C  6.41667  15.70310  12.95384
C  7.11563  16.56199  11.87414
C  7.76835  15.44376  11.06424
O  6.94414  14.25399  11.17638
C  5.92811  14.55413  12.09852
H  5.59384  16.19205  13.44987
H  7.06688  15.41900  13.78075
H  7.79119  17.24874  12.29090
H  6.29839  17.16549  11.36524
H  8.69071  15.17045  11.54156
H  8.01577  15.65968  10.04802
H  5.73373  13.59778  12.58972
H  5.04266  14.76947  11.50870
F  8.53420  14.91665  16.71753
Te  9.50727  16.55620  16.37701
F  9.78528  15.61256  14.64660
F  7.72610  17.16013  15.74716
F  10.82541  15.38949  17.16591
F  9.03480  17.12840  18.22112
O  14.40697  14.09995  10.26239
O  13.98669  12.93044  5.00293
S  13.39670  13.48038  6.22400
O  14.25758  13.14777  7.45358
O  12.05741  12.89119  6.46196
S  13.21942  15.51286  6.11798

Summary:
- F_max (eV/A) = 3.262
- Kohn-Sham gap (eV) = 6.04
- lowest unoccupied orbital energy (eV) = 3.43
- net charge = -2

---

What is the F_max in the first record?
3.490 eV/A